1.
18
Properties=species:S:1:pos:R:3:mulliken_charge:R:1 method="wB97M-V/def2-TZVPD" energy_ha=-235.78346 homo_lumo_gap_ev=10.40 homo_energy_ha=-0.3416
C -1.216 0.698 1.241 -1.040
C -0.165 -0.081 1.018 0.983
C 0.080 -1.364 1.765 -1.264
C 0.966 0.325 0.080 -1.068
C 0.756 -0.069 -1.378 -0.261
C -0.447 0.670 -1.995 -1.107
H -1.986 0.341 1.925 0.276
H -1.485 1.570 0.663 0.273
H -0.001 -2.213 1.094 0.271
H 1.070 -1.332 2.227 0.306
H -0.589 -1.516 2.617 0.379
H 1.924 -0.043 0.458 0.374
H 1.055 1.410 0.151 0.396
H 0.632 -1.152 -1.455 0.308
H 1.649 0.188 -1.949 0.301
H -0.348 0.835 -3.072 0.349
H -0.547 1.654 -1.539 0.229
H -1.348 0.079 -1.851 0.293

---

2.
18
Properties=species:S:1:pos:R:3:mulliken_charge:R:1 method="wB97M-V/def2-TZVPD" energy_ha=-235.78016 homo_lumo_gap_ev=10.34 homo_energy_ha=-0.3383
C -1.579 -1.025 -0.667 -1.111
C -0.979 -0.147 0.143 0.881
C -1.415 1.274 0.185 -1.248
C 0.287 -0.481 0.916 -0.931
C 1.537 -0.602 0.099 -0.173
C 1.837 0.676 -0.638 -1.190
H -1.320 -2.042 -0.711 0.315
H -2.483 -0.820 -1.226 0.306
H -0.472 1.876 0.144 0.284
H -1.857 1.502 1.156 0.327
H -2.125 1.605 -0.609 0.335
H 0.490 0.312 1.686 0.346
H 0.157 -1.392 1.561 0.332
H 1.383 -1.464 -0.579 0.277
H 2.376 -0.845 0.758 0.324
H 2.042 1.480 0.120 0.273
H 2.684 0.583 -1.311 0.341
H 1.001 1.030 -1.222 0.313

---

3.
18
Properties=species:S:1:pos:R:3:mulliken_charge:R:1 method="wB97M-V/def2-TZVPD" energy_ha=-235.63363 homo_lumo_gap_ev=10.44 homo_energy_ha=-0.3404
C -2.877 -0.130 -0.106 -1.039
C -1.540 0.154 0.368 0.199
C -0.411 -0.281 -0.162 -0.731
C 0.971 0.008 0.323 0.909
C 1.542 1.301 -0.175 -2.365
C 1.884 -1.167 -0.034 -1.722
H -2.686 -0.661 -1.257 0.196
H -3.653 0.873 -0.256 0.223
H -3.562 -0.712 0.399 0.324
H -1.621 0.610 1.462 0.195
H -0.475 -0.606 -1.069 0.364
H 0.913 0.061 1.349 0.252
H 1.673 1.382 -1.116 0.668
H 0.890 1.915 0.010 0.729
H 2.458 1.559 0.163 0.496
H 1.907 -1.407 -0.937 0.538
H 1.578 -1.881 0.620 0.473
H 3.008 -1.017 0.418 0.290

---

4.
18
Properties=species:S:1:pos:R:3:mulliken_charge:R:1 method="wB97M-V/def2-TZVPD" energy_ha=-235.78802 homo_lumo_gap_ev=11.40 homo_energy_ha=-0.3816
C -1.360 -1.016 0.524 -1.780
C -0.348 -0.006 0.000 1.960
C -1.054 1.177 -0.653 -1.780
C 0.740 0.424 1.026 -1.037
C 1.850 -0.028 0.048 -0.427
C 0.772 -0.608 -0.896 -1.039
H -1.988 -1.401 -0.290 0.385
H -0.861 -1.873 0.993 0.436
H -2.022 -0.562 1.272 0.384
H -1.673 0.847 -1.497 0.393
H -0.332 1.911 -1.030 0.419
H -1.706 1.692 0.064 0.395
H 0.741 1.489 1.286 0.291
H 0.709 -0.155 1.955 0.298
H 2.563 -0.757 0.443 0.283
H 2.418 0.801 -0.387 0.227
H 0.758 -1.702 -0.933 0.301
H 0.793 -0.233 -1.924 0.290

---

5.
18
Properties=species:S:1:pos:R:3:mulliken_charge:R:1 method="wB97M-V/def2-TZVPD" energy_ha=-235.72126 homo_lumo_gap_ev=10.29 homo_energy_ha=-0.3372
C 0.523 1.787 1.852 -0.703
C -0.358 0.693 1.608 -0.466
C 0.053 -0.311 0.511 0.682
C 1.490 -0.052 -0.084 -1.813
C -1.182 -0.351 -0.538 -0.465
C -0.854 -1.136 -1.849 -1.025
H 1.475 1.921 1.368 0.256
H 0.218 2.704 2.485 0.213
H -1.170 0.436 2.219 0.422
H 0.077 -1.378 0.719 0.212
H 2.269 0.061 0.655 0.485
H 1.520 0.815 -0.696 0.437
H 1.878 -0.976 -0.635 0.364
H -1.461 0.695 -0.873 0.322
H -2.119 -0.918 0.035 0.245
H -1.573 -0.773 -2.716 0.304
H 0.137 -0.880 -2.290 0.293
H -0.923 -2.338 -1.771 0.238

---

6.
18
Properties=species:S:1:pos:R:3:mulliken_charge:R:1 method="wB97M-V/def2-TZVPD" energy_ha=-235.73108 homo_lumo_gap_ev=9.68 homo_energy_ha=-0.3097
C -0.120 -0.569 0.877 0.220
C 0.648 -0.383 -0.929 0.074
C -1.310 -0.057 0.117 -0.775
C -0.800 -0.622 -1.273 -0.657
C 0.152 0.033 2.224 -1.373
C 1.216 0.952 -1.324 -1.297
H 0.078 -1.643 0.881 0.263
H 1.325 -1.220 -1.098 0.381
H -1.333 1.037 0.001 0.235
H -2.285 -0.376 0.501 0.377
H -1.054 -1.680 -1.377 0.270
H -1.215 -0.037 -2.097 0.349
H -0.294 -0.546 3.038 0.338
H 1.167 1.108 -2.410 0.364
H -0.284 1.036 2.316 0.317
H 1.206 0.154 2.502 0.329
H 0.631 1.777 -0.892 0.269
H 2.272 1.036 -1.056 0.316

---

7.
18
Properties=species:S:1:pos:R:3:mulliken_charge:R:1 method="wB97M-V/def2-TZVPD" energy_ha=-235.60928 homo_lumo_gap_ev=7.79 homo_energy_ha=-0.2737
C 0.647 1.948 1.203 -0.988
C -0.477 0.866 1.362 -0.371
C -0.846 0.245 0.011 -0.981
C 0.036 -0.900 -0.487 1.155
C 1.417 -0.609 -0.406 -1.044
C -0.576 -1.784 -1.563 -1.363
H 1.460 1.800 1.909 0.328
H 0.315 2.978 1.077 0.299
H 1.132 1.573 0.304 0.277
H -0.084 0.176 2.105 0.279
H -1.388 1.324 1.734 0.317
H -1.860 -0.149 0.031 0.393
H -0.731 1.100 -0.654 0.343
H 1.024 -1.683 -0.061 0.124
H 2.137 -0.853 -1.197 0.171
H 0.164 -2.537 -1.819 0.417
H -1.448 -2.311 -1.148 0.354
H -0.924 -1.184 -2.401 0.292

---

ΔE to the lowest compared entry with this formula, charge and spin list, top to bottom, in kJ/mol: 91.3 99.9 484.6 79.3 254.6 228.8 548.6
Max |F| list, top to bottom, in hartree/bohr: 0.0214 0.0471 0.1948 0.0039 0.1159 0.0606 0.0906